21
Properties=species:S:1:pos:R:3:forces:R:3:mulliken_charge:R:1 method="wB97M-V/def2-TZVPD" relative_energy_kj_mol=89.7 spin_multiplicity=1 lumo_energy_ev=0.923 homo_energy_ha=-0.3083 orbital_gap_ev=9.3
H 2.3672 -2.1248 -0.0080 0.039 0.338 0.132 0.213
N 1.4487 -1.6960 0.0387 0.305 -0.548 -0.254 -0.746
C 1.4738 -0.4197 -0.0248 0.609 -0.232 0.401 0.835
C 2.7025 0.4532 0.0112 0.020 -0.186 -0.247 -1.109
N 0.2870 0.2352 -0.0604 -1.281 -0.540 -0.038 0.239
N 0.2846 1.6335 0.0023 -0.465 -0.127 0.005 -0.803
C -0.9894 -0.5814 -0.0332 0.375 1.089 -0.093 0.414
C -1.8214 -0.2502 -1.2687 0.194 -0.150 0.205 -1.494
C -1.7525 -0.3141 1.2607 0.235 -0.121 -0.219 -1.482
H 3.5995 -0.1611 -0.0311 -0.043 -0.053 0.032 0.392
H 2.6966 1.1407 -0.8314 0.065 0.095 0.032 0.281
H 2.7096 1.0458 0.9235 0.030 0.050 -0.005 0.249
H -0.1625 1.9496 0.8615 0.047 -0.060 -0.144 0.228
H -0.2340 2.0146 -0.7864 0.084 -0.065 0.138 0.233
H -0.6846 -1.6283 -0.0702 0.144 0.349 0.026 0.289
H -1.2273 -0.3896 -2.1692 0.027 -0.004 -0.093 0.366
H -2.1850 0.7765 -1.2384 -0.087 0.084 -0.030 0.348
H -2.6783 -0.9182 -1.3219 -0.140 0.023 -0.016 0.419
H -2.6121 -0.9775 1.3243 -0.112 -0.005 0.029 0.414
H -1.1101 -0.5022 2.1181 0.018 -0.021 0.108 0.363
H -2.1122 0.7138 1.3035 -0.064 0.083 0.030 0.350